[1]
Below is a molecular structure, C28H38BCaN10OS4 at a distorted geometry, with properties calculated with wB97M-V/def2-TZVPD.

Output
highest occupied orbital energy	-4.93	eV
E	-4008.0743	hartree
E_LUMO	2.362	eV
gap between HOMO and LUMO	0.268	Eh

ORCA input file:
```
! wB97M-V def2-TZVPD RIJCOSX def2/J DEFGRID3
* xyz -1 1
Ca -0.97 -0.03 -1.13
C -4.42 -0.99 3.72
C -3.19 -1.64 3.06
C -3.62 -2.16 1.68
C -2.76 -2.86 3.90
N -2.02 -0.68 3.08
C -1.85 0.20 4.15
C -0.62 0.73 4.02
N -0.03 0.16 2.90
B 1.36 0.74 2.44
N 1.30 2.15 1.72
C 2.44 3.00 1.73
C 2.09 4.13 1.09
N 0.75 3.96 0.62
C 0.27 2.77 1.08
S -1.34 2.22 0.93
C 0.06 5.03 -0.14
C -0.95 5.67 0.80
C -0.63 4.50 -1.42
C 1.10 6.14 -0.56
N 2.23 -0.38 1.71
C 2.86 -1.35 2.46
C 3.58 -2.18 1.65
N 3.38 -1.67 0.36
C 2.60 -0.53 0.43
S 2.10 0.40 -0.88
C 3.71 -2.38 -0.91
C 2.41 -2.92 -1.56
C 4.62 -3.54 -0.54
C 4.53 -1.53 -1.82
C -0.91 -0.70 2.30
S -0.57 -1.77 1.02
H -5.21 -1.76 3.73
H -4.75 -0.09 3.19
H -4.31 -0.64 4.70
H -4.41 -2.87 1.79
H -2.86 -2.58 1.03
H -4.18 -1.33 1.24
H -3.68 -3.40 4.01
H -2.47 -2.52 4.89
H -2.00 -3.50 3.42
H -2.63 0.42 4.86
H -0.15 1.47 4.60
H 2.04 0.88 3.45
H 3.37 2.66 2.13
H 2.73 4.93 0.80
H -1.42 4.87 1.35
H -1.73 6.22 0.30
H -0.49 6.42 1.51
H -1.12 5.30 -1.97
H -1.29 3.68 -1.16
H 0.19 4.08 -2.04
H 1.55 6.62 0.32
H 0.58 6.95 -1.05
H 1.95 5.77 -1.16
H 2.73 -1.41 3.56
H 4.07 -3.11 1.82
H 1.98 -3.71 -0.88
H 2.73 -3.37 -2.48
H 1.69 -2.24 -1.74
H 4.06 -4.33 -0.05
H 5.38 -3.32 0.18
H 5.06 -3.95 -1.44
H 3.93 -0.65 -1.99
H 4.74 -2.17 -2.67
H 5.54 -1.31 -1.35
O -0.58 -1.69 -2.68
N -0.46 -1.66 -3.99
C -0.31 -2.83 -4.64
C -0.17 -2.87 -6.02
C -0.14 -1.68 -6.77
C -0.20 -0.48 -6.06
C -0.42 -0.44 -4.67
S -0.57 1.03 -3.79
H -0.33 -3.68 -3.98
H -0.05 -3.78 -6.57
H 0.07 -1.70 -7.82
H -0.13 0.43 -6.62
N -3.35 -0.27 -1.02
C -4.47 -0.61 -1.09
N -5.68 -1.08 -1.01
C -6.00 -2.11 -1.76
N -6.36 -3.10 -2.27
*
```

---

[2]
Below is a single C24H27NO7 molecule, with properties calculated with wB97M-V/def2-TZVPD.

Output
highest occupied orbital energy	-8.18	eV
E	-1512.1537	hartree
E_LUMO	0.100	eV
gap between HOMO and LUMO	0.304	Eh

ORCA input file:
```
! wB97M-V def2-TZVPD RIJCOSX def2/J DEFGRID3
* xyz 0 1
C -7.88 -0.29 1.77
C -7.63 0.16 0.33
O -6.59 1.10 0.22
C -5.30 0.70 0.28
C -4.86 -0.62 0.38
C -3.50 -0.89 0.42
C -2.56 0.12 0.34
C -1.13 -0.22 0.41
O -0.86 -1.10 1.39
C -0.19 0.30 -0.42
C -0.40 1.16 -1.57
O -1.43 1.50 -2.09
C 1.00 1.57 -2.04
O 1.29 2.34 -2.92
N 1.89 0.91 -1.26
C 3.31 1.06 -1.37
C 3.89 1.96 -0.28
O 3.80 1.28 0.96
C 4.07 2.07 2.09
C 5.53 2.56 2.18
O 6.46 1.53 1.96
C 1.29 -0.02 -0.32
C 1.59 -1.45 -0.73
C 1.58 -1.81 -2.07
C 1.87 -3.11 -2.46
C 2.18 -4.06 -1.51
C 2.18 -3.72 -0.16
C 1.88 -2.43 0.23
O 1.81 -2.01 1.54
C 2.15 -2.93 2.56
C -3.00 1.44 0.25
C -4.35 1.72 0.23
H -8.72 -0.97 1.80
H -7.00 -0.78 2.18
H -8.11 0.58 2.38
H -7.44 -0.71 -0.32
H -8.52 0.68 -0.05
H -5.55 -1.44 0.43
H -3.17 -1.92 0.51
H 0.09 -1.31 1.44
H 3.79 0.07 -1.32
H 3.51 1.51 -2.34
H 3.32 2.89 -0.23
H 4.93 2.18 -0.52
H 3.85 1.42 2.94
H 3.40 2.94 2.13
H 5.67 3.01 3.18
H 5.73 3.32 1.43
H 6.17 0.75 2.44
H 1.71 0.15 0.68
H 1.34 -1.06 -2.81
H 1.86 -3.37 -3.51
H 2.42 -5.07 -1.80
H 2.42 -4.48 0.57
H 2.05 -2.37 3.49
H 1.47 -3.78 2.57
H 3.18 -3.28 2.45
H -2.29 2.25 0.22
H -4.70 2.74 0.16
*
```

---

[3]
Below is a molecular structure, C37H63N11O2SiW, with properties calculated with wB97M-V/def2-TZVPD.

Output
highest occupied orbital energy (spin up / spin down)	-12.88 / -12.88	eV
E	-2556.5451	hartree
E_LUMO (spin up / spin down)	-6.533 / -6.539	eV
gap between HOMO and LUMO (spin up / spin down)	0.233 / 0.233	Eh

ORCA input file:
```
! wB97M-V def2-TZVPD RIJCOSX def2/J DEFGRID3
* xyz 2 1
W -0.80 0.86 -0.14
C 0.48 -3.32 -1.66
N 1.02 -4.02 -0.52
C 1.45 -5.38 -0.78
C 1.01 -3.50 0.75
N 0.28 -2.46 1.05
C 0.36 -1.99 2.41
C 0.30 -0.49 2.64
N -0.86 0.32 2.12
C -0.84 1.61 2.89
C 0.24 2.51 2.36
N 0.13 2.36 0.92
C 0.57 3.09 -0.10
N 0.20 2.33 -1.19
C -0.70 0.11 -2.15
C 0.23 2.89 -2.54
N 1.22 4.24 -0.08
C 2.10 4.72 -1.15
C 1.08 5.17 1.04
C -2.15 -0.34 2.42
C -2.52 -1.28 1.31
N -2.26 -0.67 -0.03
C -3.07 -1.26 -0.98
N -3.49 -0.65 -2.10
C -3.79 0.76 -2.27
C -3.78 -1.44 -3.30
N -3.49 -2.53 -0.81
C -2.65 -3.60 -0.30
C -4.86 -2.93 -1.13
N 1.81 -4.16 1.67
C 3.17 -4.54 1.35
C 1.21 -4.83 2.81
H -0.27 -3.94 -2.16
H 1.26 -3.08 -2.39
H 0.01 -2.40 -1.33
H 0.75 -5.84 -1.49
H 1.44 -5.98 0.13
H 2.45 -5.43 -1.22
H 1.31 -2.29 2.88
H -0.41 -2.47 3.03
H 1.20 -0.01 2.28
H 0.29 -0.37 3.73
H -0.72 1.39 3.95
H -1.81 2.09 2.75
H 1.23 2.24 2.71
H 0.03 3.53 2.68
H -1.07 -0.89 -2.29
H 0.31 0.16 -2.56
H -1.30 0.79 -2.76
H 0.03 3.96 -2.48
H -0.54 2.44 -3.15
H 1.18 2.70 -3.03
H 2.37 3.92 -1.82
H 3.01 5.09 -0.68
H 1.63 5.53 -1.70
H 0.07 5.13 1.43
H 1.24 6.17 0.65
H 1.81 4.98 1.83
H -2.91 0.42 2.53
H -2.08 -0.88 3.37
H -3.57 -1.52 1.40
H -1.92 -2.18 1.40
H -3.25 1.37 -1.57
H -4.86 0.93 -2.15
H -3.50 1.05 -3.28
H -3.37 -2.44 -3.20
H -3.30 -0.94 -4.14
H -4.85 -1.51 -3.49
H -1.63 -3.26 -0.14
H -2.64 -4.41 -1.04
H -3.05 -4.00 0.63
H -5.47 -2.05 -1.32
H -5.27 -3.44 -0.26
H -4.90 -3.60 -1.99
H 3.50 -4.04 0.44
H 3.30 -5.62 1.22
H 3.84 -4.22 2.16
H 0.15 -4.60 2.86
H 1.68 -4.51 3.75
H 1.32 -5.91 2.73
O -1.56 4.26 -0.14
C -2.52 3.65 0.28
C -3.79 4.33 0.73
C -4.75 3.19 1.00
C -3.94 1.94 0.72
O -4.42 0.83 0.73
N -2.60 2.26 0.40
H -4.12 5.02 -0.04
H -3.57 4.93 1.62
H -5.62 3.18 0.35
H -5.12 3.14 2.02
C 4.67 0.77 3.29
C 4.34 -0.50 2.83
C 3.51 -0.65 1.73
C 2.98 0.46 1.06
C 3.34 1.73 1.53
C 4.17 1.89 2.63
Si 1.91 0.11 -0.43
C 2.80 0.76 -1.95
C 3.72 1.81 -1.87
C 4.41 2.25 -2.99
C 4.21 1.64 -4.22
C 3.33 0.57 -4.31
C 2.64 0.13 -3.19
H 5.32 0.89 4.14
H 4.74 -1.37 3.33
H 3.26 -1.65 1.39
H 2.98 2.62 1.03
H 4.44 2.88 2.97
H 1.89 -1.35 -0.61
H 3.93 2.27 -0.91
H 5.13 3.06 -2.89
H 4.75 1.98 -5.09
H 3.20 0.06 -5.26
H 2.00 -0.74 -3.29
*
```

---

[4]
Below is a single C5H8N2 molecule at a distorted geometry, with properties calculated with wB97M-V/def2-TZVPD.

Output
highest occupied orbital energy	-9.66	eV
E	-304.7872	hartree
E_LUMO	0.940	eV
gap between HOMO and LUMO	0.389	Eh

ORCA input file:
```
! wB97M-V def2-TZVPD RIJCOSX def2/J DEFGRID3
* xyz 0 1
C 1.50 -0.44 -0.63
C 0.61 0.31 0.35
C -0.33 1.38 -0.24
N -1.47 0.81 0.51
C -0.68 -0.38 0.89
C -1.07 -1.63 0.21
N -1.42 -2.60 -0.30
H 0.93 -0.79 -1.49
H 2.29 0.22 -0.99
H 1.97 -1.31 -0.16
H 1.19 0.69 1.19
H -0.42 1.30 -1.34
H -0.12 2.42 0.02
H -2.30 0.61 -0.04
H -0.69 -0.58 1.96
*
```

---

[5]
Below is a molecular structure, C37H41ClN6O8SV at a distorted geometry, with properties calculated with wB97M-V/def2-TZVPD.

Output
highest occupied orbital energy (spin up / spin down)	-12.43 / -12.43	eV
<S²>	0.764
E	-4166.7543	hartree
E_LUMO (spin up / spin down)	-7.522 / -7.300	eV
gap between HOMO and LUMO (spin up / spin down)	0.180 / 0.189	Eh

ORCA input file:
```
! wB97M-V def2-TZVPD RIJCOSX def2/J DEFGRID3
* xyz 2 2
V 1.51 0.84 1.02
O 0.08 1.87 1.91
C -0.53 1.58 2.94
C -0.41 0.34 3.66
C -1.18 0.19 4.82
C -1.07 -1.00 5.51
C -0.23 -2.02 5.10
C 0.54 -1.88 3.95
C 0.44 -0.70 3.25
O 1.17 -0.51 2.11
N -1.88 -1.18 6.74
O -1.70 -2.21 7.35
O -2.63 -0.29 7.02
H -1.22 2.33 3.33
H -1.85 0.96 5.17
H -0.19 -2.92 5.69
H 1.19 -2.67 3.60
O 2.93 0.34 -0.11
N 3.42 1.18 -0.97
N 2.79 2.25 -0.93
O 1.78 2.36 -0.08
C 3.02 3.35 -1.88
C 3.98 3.19 -2.85
C 4.17 4.24 -3.73
C 3.40 5.40 -3.62
C 2.44 5.52 -2.62
C 2.24 4.47 -1.72
H 4.57 2.29 -2.93
H 4.91 4.16 -4.51
H 3.55 6.21 -4.31
H 1.85 6.41 -2.53
H 1.50 4.55 -0.94
C 7.39 -2.82 0.33
C 6.46 -1.92 1.09
C 6.51 -0.54 0.94
C 5.67 0.30 1.64
C 4.75 -0.27 2.52
C 4.66 -1.64 2.68
C 5.52 -2.46 1.97
S 3.62 0.72 3.41
C 4.69 1.91 4.16
O 2.83 1.60 2.37
H 8.04 -2.24 -0.33
H 6.83 -3.53 -0.28
H 8.02 -3.39 1.01
H 7.24 -0.11 0.26
H 5.73 1.37 1.50
H 3.95 -2.07 3.38
H 5.48 -3.54 2.11
H 5.14 2.51 3.38
H 5.44 1.35 4.71
H 4.11 2.52 4.83
C -4.47 -4.25 -1.48
C -4.48 -3.03 -2.41
C -5.93 -2.56 -2.62
C -3.92 -3.45 -3.77
C -3.64 -1.85 -1.83
O -3.49 -0.80 -2.77
C -4.28 -1.18 -0.61
C -5.14 0.04 -0.95
C -4.38 1.21 -1.52
C -3.23 1.72 -0.92
C -2.55 2.80 -1.47
C -3.03 3.39 -2.62
Cl -2.16 4.74 -3.32
C -4.19 2.93 -3.23
C -4.85 1.84 -2.67
C -2.26 -2.41 -1.44
N -1.27 -1.35 -1.26
C -0.78 -0.91 -0.12
N 0.13 0.03 -0.35
C 0.11 0.14 -1.72
N -0.72 -0.68 -2.30
H -5.14 -5.01 -1.89
H -4.84 -4.02 -0.48
H -3.49 -4.71 -1.39
H -6.48 -3.32 -3.17
H -5.96 -1.64 -3.20
H -6.45 -2.41 -1.67
H -4.43 -4.35 -4.11
H -2.85 -3.68 -3.76
H -4.10 -2.69 -4.53
H -3.00 -1.11 -3.54
H -3.52 -0.88 0.12
H -4.91 -1.90 -0.08
H -5.66 0.35 -0.04
H -5.92 -0.25 -1.65
H -2.86 1.27 0.00
H -1.66 3.20 -1.01
H -4.56 3.40 -4.12
H -5.74 1.47 -3.15
H -1.85 -3.12 -2.15
H -2.33 -2.90 -0.47
H -1.06 -1.31 0.84
H 0.72 0.84 -2.27
*
```

---

[6]
Below is a molecular structure, C24H28B11Br6IrNO6S2, with properties calculated with wB97M-V/def2-TZVPD.

Output
highest occupied orbital energy	-16.21	eV
E	-18054.9291	hartree
E_LUMO	-10.557	eV
gap between HOMO and LUMO	0.208	Eh

ORCA input file:
```
! wB97M-V def2-TZVPD RIJCOSX def2/J DEFGRID3
* xyz 3 1
Ir -0.49 0.63 -0.37
Br -2.26 0.02 -1.97
B -3.79 0.19 -0.67
B -5.48 -0.13 -0.95
C -6.21 0.95 0.15
B -4.89 1.56 -0.71
B -5.19 2.02 1.00
B -5.97 0.62 1.81
B -6.14 -0.70 0.61
B -4.52 -1.22 0.10
Br -4.00 -3.00 -0.44
B -4.83 -0.76 1.82
Br -4.70 -2.06 3.23
B -4.25 0.94 2.07
Br -3.42 1.55 3.71
B -3.61 1.47 0.50
Br -1.88 2.51 0.34
B -3.41 -0.19 1.00
Br -1.54 -0.77 1.40
H -5.97 -0.43 -1.97
H -7.19 1.33 -0.13
H -4.97 2.35 -1.57
H -5.50 3.12 1.26
H -6.81 0.81 2.60
H -7.10 -1.37 0.61
O 1.08 0.84 0.98
S 1.63 1.24 2.36
C 3.36 0.87 1.94
C 3.50 -0.52 1.35
C 3.53 0.03 -1.20
C 3.07 1.46 -1.37
S 1.73 1.92 -2.54
O 0.39 1.84 -1.79
C 1.86 0.63 -3.75
C 3.05 0.59 -4.47
C 3.17 -0.33 -5.51
C 2.11 -1.17 -5.82
C 0.92 -1.09 -5.10
C 0.79 -0.19 -4.06
C 1.61 2.99 2.52
C 1.49 3.84 1.43
C 1.49 5.20 1.66
C 1.61 5.69 2.96
C 1.71 4.83 4.04
C 1.69 3.46 3.83
H 3.93 0.85 2.88
H 3.78 1.66 1.33
H 2.97 -1.27 1.94
H 4.55 -0.81 1.27
H 3.30 -0.59 -2.07
H 4.60 -0.02 -1.02
H 3.92 2.05 -1.72
H 2.74 1.91 -0.44
H 3.87 1.28 -4.27
H 4.08 -0.36 -6.09
H 2.20 -1.87 -6.64
H 0.09 -1.73 -5.37
H -0.15 -0.09 -3.53
H 1.36 3.45 0.43
H 1.38 5.89 0.83
H 1.61 6.76 3.12
H 1.78 5.22 5.04
H 1.73 2.77 4.67
O 2.96 -0.72 -0.04
C 1.72 -1.52 -0.33
O 0.90 -0.94 -0.98
C 1.73 -2.85 0.16
C 2.90 -3.52 0.57
C 2.82 -4.83 0.98
C 1.58 -5.45 0.97
C 0.41 -4.84 0.55
C 0.49 -3.53 0.13
N 1.50 -6.88 1.43
O 2.54 -7.38 1.77
O 0.41 -7.39 1.39
H 3.87 -3.04 0.53
H 3.69 -5.39 1.29
H -0.52 -5.39 0.56
H -0.41 -3.02 -0.22
*
```

---

[7]
Below is 2 unconnected molecules or ions with the total composition C4H12NO3 at a distorted geometry, with properties calculated with wB97M-V/def2-TZVPD.

Output
highest occupied orbital energy	-2.87	eV
E	-440.0349	hartree
E_LUMO	3.570	eV
gap between HOMO and LUMO	0.236	Eh

ORCA input file:
```
! wB97M-V def2-TZVPD RIJCOSX def2/J DEFGRID3
* xyz -1 1
C 1.16 -1.71 0.67
N 0.02 -0.78 0.58
C -0.19 0.26 -0.40
C 0.58 1.51 0.19
O 0.30 2.57 -0.66
C 0.45 -0.06 -1.84
O 0.36 1.01 -2.57
H 1.01 -2.38 1.55
H 1.43 -2.23 -0.29
H 2.07 -1.09 0.88
H -0.80 -1.35 0.76
H -1.31 0.32 -0.43
H 0.13 1.85 1.11
H 1.62 1.26 0.19
H 0.28 2.08 -1.65
H 1.46 -0.34 -1.52
H -0.19 -0.85 -2.25
H -3.52 0.28 1.76
H -2.07 -0.28 1.65
O -2.77 -0.08 2.28
*
```

---

Which value of E does entry 4 give?
-304.7872 hartree